A structure of composition C17H25CeCl2F3N8 at a distorted geometry, computed with wB97M-V/def2-TZVPD.

```
56
Properties=species:S:1:pos:R:3:forces:R:3:lowdin_charge:R:1
Ce -0.388 -0.122 0.074 0.2563 0.1009 -0.7844 0.927
N 1.365 1.046 -1.476 0.2402 0.0642 -0.2856 -0.041
C 2.077 2.197 -0.859 -0.0948 0.4229 0.3785 -0.183
C 1.148 2.974 0.077 0.2629 -0.0842 -0.3943 -0.162
N 0.498 2.114 1.101 -0.1193 0.5277 0.2431 -0.167
C 1.316 1.902 2.326 0.3616 -0.3258 0.1103 -0.167
C 2.269 0.711 2.203 -0.1270 0.4353 0.0943 -0.187
N 1.493 -0.515 1.878 0.3917 -0.1443 0.3546 -0.061
H 0.866 1.418 -2.289 0.0779 -0.2346 0.1242 0.095
H 2.076 0.422 -1.864 -0.2004 0.0715 -0.0682 0.115
H 2.944 1.825 -0.314 -0.0390 0.0039 -0.1232 0.112
H 2.448 2.891 -1.620 0.0196 -0.1341 0.0785 0.143
H 1.716 3.788 0.540 -0.1044 -0.0790 -0.0056 0.144
H 0.348 3.430 -0.515 0.0599 -0.0185 0.0377 0.125
H -0.297 2.671 1.420 0.0586 -0.1137 -0.0348 0.113
H 1.892 2.798 2.583 -0.1359 -0.0623 -0.0454 0.144
H 0.625 1.706 3.155 0.0934 0.0794 -0.1004 0.123
H 3.013 0.871 1.421 -0.0772 -0.0334 0.1405 0.111
H 2.809 0.604 3.151 -0.0119 -0.0083 -0.1768 0.143
H 2.163 -1.242 1.610 -0.2117 0.0428 0.1005 0.107
H 1.104 -0.857 2.763 0.0394 -0.0210 -0.3445 0.091
N -2.825 -3.496 -1.891 0.5698 0.0052 0.1020 0.164
C -3.945 -2.747 -1.728 -0.3315 0.6424 0.2715 -0.010
C -3.536 -1.559 -1.184 -0.3435 -0.1985 -0.1304 -0.081
N -2.182 -1.574 -1.009 0.3603 -0.8721 -0.4653 -0.045
C -1.773 -2.772 -1.453 -0.5577 0.3612 0.0732 -0.261
C -0.378 -3.125 -1.419 0.4545 0.0186 0.0293 -0.251
N 0.532 -2.275 -0.919 -0.7159 -0.4818 -0.2805 -0.033
C 1.734 -2.912 -1.048 0.2899 -0.3869 -0.1860 -0.087
C 1.550 -4.139 -1.622 0.6566 0.4335 0.2917 -0.011
N 0.218 -4.256 -1.849 -0.5178 0.3729 0.0841 0.166
H -2.820 -4.435 -2.262 0.0460 0.0125 -0.0167 0.187
H -4.921 -3.099 -1.990 -0.1836 -0.0913 -0.0966 0.142
H -4.128 -0.704 -0.920 -0.1525 0.0770 0.0149 0.125
H 2.652 -2.447 -0.749 0.2300 -0.0372 0.0636 0.120
H 2.248 -4.911 -1.870 0.1767 -0.1969 -0.0985 0.143
H -0.213 -5.050 -2.300 -0.0545 -0.0023 0.0391 0.189
F -4.628 3.692 -4.842 -0.0215 -0.0775 0.0742 0.190
C -3.560 4.232 -4.255 -0.0244 0.0210 -0.1194 -0.603
F -3.916 5.370 -3.674 -0.0322 0.0496 0.0898 0.184
F -2.655 4.496 -5.199 0.0823 -0.0435 0.0376 0.181
C -2.977 3.259 -3.237 0.0272 -0.0727 0.1974 -0.046
C -2.299 2.128 -3.679 0.0002 0.0241 0.2445 0.059
C -1.755 1.280 -2.731 -0.0545 -0.1009 -0.1080 -0.121
N -1.840 1.483 -1.402 -0.1981 0.2754 -0.2153 -0.065
C -2.540 2.556 -1.001 0.0010 0.0971 0.1115 -0.096
C -3.119 3.467 -1.872 0.0793 -0.1073 -0.1513 0.063
H -2.204 1.926 -4.736 0.0764 -0.0755 -0.0338 0.147
H -1.243 0.375 -3.049 0.0242 0.0418 -0.0168 0.122
H -2.649 2.696 0.071 0.0270 0.0294 -0.0493 0.118
H -3.660 4.323 -1.496 -0.0166 0.0229 0.0541 0.143
Cl -2.080 0.388 2.326 -0.5396 0.8139 0.5509 0.684
C -2.163 -1.236 3.023 -0.2765 -0.3997 0.4010 -0.796
Cl -1.214 -2.285 1.966 0.0170 -0.7838 0.2969 0.702
H -3.205 -1.558 3.033 0.2154 0.0452 -0.0619 0.074
H -1.739 -1.235 4.031 -0.0533 0.0947 -0.2967 0.077
```
Positions in Å, forces in eV/Å.

Properties
ΔE to the lowest compared entry with this formula, charge and spin in kcal/mol: 4.80
Spin multiplicity: 2
Expectation value of S²: 0.751
Net charge: +3
E_LUMO (spin up / spin down) in eV: -8.6473 / -8.5986
HOMO energy (spin up / spin down) in Ha: -0.629 / -0.629